Density functional theory data (ωB97M-V/def2-TZVPD) for a molecular structure, C22H23BrN3O3PRu.

Calculated values
* LUMO energy (alpha / beta): -2.93 / -3.71 eV
* total charge: +1
* orbital gap (alpha / beta): 7.6527 / 7.2675 eV
* highest occupied orbital energy (alpha / beta): -10.59 / -10.98 eV
* spin multiplicity: 2

Structure (XYZ):
```
54
Properties=species:S:1:pos:R:3:forces:R:3:nbo_charge:R:1
Ru 0.00616 0.21574 -0.80160 -0.368 -0.179 0.156 1.18
O -1.06114 -0.12140 -2.37445 0.035 0.044 -0.031 -0.62
C -1.38064 -1.36159 -2.73449 -0.007 -0.004 0.021 0.44
C -1.56525 -1.61762 -4.10027 0.000 -0.022 0.011 -0.30
C -1.84977 -2.89109 -4.53984 0.001 0.023 0.006 -0.15
C -1.98621 -3.95175 -3.63712 -0.001 -0.012 0.003 -0.24
C -1.85757 -3.70854 -2.29203 0.006 -0.024 0.019 -0.14
C -1.54438 -2.42490 -1.81340 -0.006 0.055 0.047 -0.25
C -1.62581 -2.14914 -0.40497 0.179 0.107 -0.230 0.16
N -1.22420 -1.02256 0.08217 0.430 -0.163 0.211 -0.21
N -1.71724 -0.61281 1.30905 0.001 0.038 0.010 -0.39
C -1.57640 0.67706 1.40997 0.028 0.011 -0.172 0.55
O -0.97834 1.40306 0.49190 -0.131 0.019 0.010 -0.70
C -2.11841 1.38229 2.58953 -0.022 -0.052 0.063 -0.09
C -2.69962 0.66518 3.63448 0.034 0.006 0.010 -0.17
C -3.19855 1.33529 4.73779 -0.002 -0.004 0.005 -0.21
C -3.12618 2.72100 4.80521 0.003 0.003 -0.002 -0.18
C -2.55693 3.43871 3.76310 -0.002 -0.004 0.007 -0.22
C -2.05437 2.77168 2.65689 -0.025 0.009 -0.033 -0.20
H -1.46955 -0.78779 -4.78805 -0.001 -0.010 -0.015 0.23
H -1.97597 -3.07322 -5.59917 0.003 0.013 -0.003 0.23
H -2.21694 -4.94438 -3.99677 0.000 -0.004 0.014 0.23
H -2.00891 -4.50559 -1.57370 -0.005 -0.008 -0.014 0.22
H -2.10862 -2.85654 0.26149 -0.237 0.179 0.034 0.23
H -2.75518 -0.41243 3.57052 0.001 -0.002 -0.003 0.24
H -3.64959 0.77689 5.54702 0.002 0.001 0.001 0.23
H -3.52039 3.24116 5.66814 -0.001 0.001 -0.001 0.22
H -2.51327 4.51876 3.80836 -0.001 0.000 -0.002 0.22
H -1.63035 3.32515 1.82991 0.004 -0.002 0.005 0.22
Br 4.37708 -4.23145 -3.29661 -0.005 0.005 0.001 0.15
C 3.14801 -2.99165 -2.61788 -0.005 0.009 -0.017 -0.03
C 2.57735 -2.04412 -3.45403 0.016 -0.025 -0.010 -0.27
C 1.67027 -1.15698 -2.91405 -0.006 -0.054 0.021 0.08
N 1.32632 -1.17496 -1.61895 0.127 0.008 -0.208 -0.45
C 1.89103 -2.08523 -0.81864 -0.030 0.004 0.047 0.08
C 2.80212 -3.01484 -1.27599 -0.012 -0.004 0.020 -0.26
H 2.82530 -1.99849 -4.50412 -0.001 0.002 0.001 0.25
H 1.18136 -0.41623 -3.53247 0.002 0.012 0.014 0.23
H 1.59307 -2.05482 0.22090 0.013 0.000 0.000 0.23
H 3.22794 -3.73966 -0.59814 0.000 0.002 0.002 0.25
C 3.85580 2.25196 0.89906 -0.007 0.005 0.001 -1.00
P 2.07881 2.05472 0.96881 -0.020 -0.019 0.107 1.96
C 1.34446 3.49114 0.19126 0.005 -0.006 0.005 -1.03
C 1.60098 2.03788 2.69098 -0.013 -0.017 -0.016 -1.02
O 1.70970 0.74288 0.27206 -0.011 0.048 -0.104 -1.09
H 4.15898 3.16411 1.41366 -0.002 -0.001 0.000 0.26
H 4.17465 2.30365 -0.14170 0.003 -0.003 0.001 0.26
H 4.33275 1.39550 1.37474 -0.001 -0.001 0.002 0.26
H 1.61305 4.39353 0.74174 0.007 -0.001 -0.003 0.26
H 0.26143 3.37344 0.18659 0.004 0.006 0.003 0.29
H 1.70979 3.58229 -0.83247 0.003 -0.008 0.002 0.26
H 1.88985 2.96900 3.17945 0.010 0.002 -0.007 0.26
H 2.09284 1.20266 3.19004 0.000 -0.002 -0.004 0.26
H 0.52069 1.91505 2.76609 0.009 0.020 0.015 0.28
```
Forces are in eV/Å.



Density functional theory data (ωB97M-V/def2-TZVPD) for C2H6P2 in the gas phase at a distorted geometry.

Calculated values
* LUMO energy: -0.78 eV
* orbital gap: 8.4240 eV
* highest occupied orbital energy: -9.21 eV

Structure (XYZ):
```
10
Properties=species:S:1:pos:R:3:forces:R:3:nbo_charge:R:1
C -1.16564 -0.67354 0.04413 0.889 0.755 2.873 -0.62
C -0.42938 0.65103 -0.05873 -0.023 2.078 1.670 -0.74
P 2.37069 0.03771 0.68462 -1.922 0.543 -0.406 -0.02
P 1.18784 0.46407 -0.95241 0.167 -0.279 1.632 0.35
H -1.37650 -0.98580 -0.91769 0.042 -1.352 -2.051 0.20
H -0.37748 -1.29142 0.62282 -2.165 0.058 -0.828 0.22
H -2.20111 -0.51326 0.47089 1.387 -0.455 0.311 0.22
H -0.22977 1.14319 1.02760 -0.572 -1.119 -2.517 0.22
H -1.05690 1.33750 -0.64355 0.191 0.193 0.260 0.22
H 3.27825 -0.16947 -0.27770 2.006 -0.422 -0.945 -0.05
```
Forces are in eV/Å.



Density functional theory data (ωB97M-V/def2-TZVPD) for a molecular structure, C56H77BN6O2P2SScSi at a distorted geometry.

Calculated values
* LUMO energy: -2.07 eV
* total charge: +1
* orbital gap: 7.7350 eV
* highest occupied orbital energy: -9.80 eV

Structure (XYZ):
```
147
Properties=species:S:1:pos:R:3:forces:R:3:mulliken_charge:R:1
Sc -1.21578 -0.62502 -0.06233 1.557 -0.614 -0.799 -1.06
C -0.95827 0.28354 5.84657 -0.054 0.013 0.065 -1.76
C -0.20545 0.20092 4.52138 0.447 0.098 -0.374 2.21
C 0.96353 1.19761 4.52630 -0.014 -0.004 0.119 -2.36
C 0.37607 -1.21055 4.34131 0.026 -0.085 0.006 -1.62
P -1.23107 0.47018 2.97015 -0.832 -0.121 -0.279 0.86
C -2.76485 -0.40470 3.52643 0.070 -0.008 -0.030 -2.63
N -3.51420 -0.98700 2.44496 -0.115 0.035 0.099 0.46
B -3.21199 -1.06240 1.03294 -0.516 -0.308 0.074 1.41
N -4.28527 -1.89119 0.51887 -0.222 0.007 0.292 0.49
C -4.49953 -2.41786 -0.80178 0.084 -0.022 -0.131 -2.20
P -3.12738 -1.88879 -1.92639 -0.409 -0.002 0.823 0.99
C -2.74897 -3.54483 -2.74492 0.364 0.233 -0.044 2.12
C -2.42380 -4.50269 -1.58268 0.017 -0.015 -0.051 -2.23
C -1.46954 -3.35850 -3.56131 0.010 -0.057 -0.055 -2.05
C -3.83937 -4.16292 -3.61689 -0.067 -0.021 0.042 -1.78
C -3.97595 -0.56819 -2.98611 0.353 0.033 -0.054 2.42
C -4.57629 -1.09717 -4.28432 -0.020 0.038 -0.048 -1.82
C -5.05252 0.14577 -2.15733 -0.022 0.014 -0.080 -1.80
C -2.89061 0.47590 -3.28794 -0.088 -0.072 -0.086 -1.03
C -5.15242 -2.26084 1.54542 0.037 0.035 -0.004 0.20
C -6.29551 -3.04706 1.53348 0.000 -0.002 -0.001 -0.74
C -6.94862 -3.26863 2.74278 0.004 0.006 0.027 -0.92
C -6.46963 -2.71914 3.92974 0.026 0.008 -0.052 -0.87
C -5.32260 -1.92958 3.94318 0.007 0.012 0.043 -0.78
C -4.67249 -1.70521 2.73857 0.015 0.014 -0.054 0.09
C -1.82046 2.25643 2.84935 0.319 -0.006 -0.111 2.16
C -3.06986 2.25872 1.96225 -0.068 0.078 0.106 -1.98
C -0.72009 3.04833 2.12186 -0.043 0.094 0.134 -1.80
C -2.15939 2.93539 4.17391 -0.071 0.030 0.003 -1.87
H -0.25962 0.04062 6.65340 -0.027 0.010 -0.026 0.54
H -1.78352 -0.42819 5.90724 0.092 0.062 0.066 0.34
H -1.34793 1.28183 6.03813 0.006 -0.057 0.023 0.31
H 1.69188 0.89777 5.28821 -0.054 0.013 -0.021 0.68
H 0.63595 2.21136 4.76583 0.019 -0.066 0.007 0.10
H 1.46298 1.20820 3.55659 0.017 0.046 0.138 0.41
H 1.03842 -1.44168 5.18196 -0.055 0.006 -0.020 0.64
H 0.95765 -1.27792 3.41746 -0.012 -0.006 0.069 0.04
H -0.40227 -1.98019 4.31217 0.050 0.056 0.017 0.25
H -3.39100 0.27733 4.10878 -0.039 0.028 0.071 0.76
H -2.45208 -1.20080 4.20555 -0.007 -0.016 0.050 1.06
H -5.46526 -2.10220 -1.19027 -0.111 -0.009 -0.064 0.77
H -4.52435 -3.50408 -0.75298 -0.044 -0.083 -0.047 0.81
H -1.88575 -3.99966 -0.77690 0.019 -0.043 -0.007 0.47
H -1.78308 -5.30481 -1.95975 -0.038 0.033 0.004 0.57
H -3.31598 -4.96908 -1.16526 0.046 0.003 0.014 0.39
H -0.66800 -2.93113 -2.95492 0.013 0.004 -0.008 0.07
H -1.63954 -2.70205 -4.40927 0.044 0.148 -0.164 0.27
H -1.13635 -4.32369 -3.95600 -0.020 0.051 0.018 0.66
H -4.81848 -4.14909 -3.12839 0.059 -0.038 -0.042 0.20
H -3.57487 -5.20809 -3.80778 -0.043 0.040 0.020 0.52
H -3.92237 -3.66842 -4.58339 -0.024 -0.022 0.067 0.38
H -5.30334 -1.89085 -4.10034 0.033 0.066 -0.041 0.36
H -3.80197 -1.47609 -4.95727 -0.078 -0.001 0.030 0.22
H -5.09492 -0.28197 -4.80117 0.055 -0.045 0.043 0.51
H -5.99143 -0.40656 -2.11168 0.046 0.010 0.010 0.48
H -5.26616 1.10619 -2.63610 0.010 -0.043 0.022 0.51
H -4.71181 0.34787 -1.13884 -0.050 0.007 0.013 0.14
H -1.98716 0.02987 -3.69622 -0.020 0.011 0.050 -0.93
H -2.59816 1.00421 -2.37678 -0.005 0.044 -0.009 -0.24
H -3.26341 1.21771 -4.00131 0.000 -0.018 0.064 0.94
H -6.67715 -3.47972 0.61604 0.035 0.023 0.028 0.49
H -7.84278 -3.88081 2.76225 0.058 0.048 -0.014 0.40
H -6.99588 -2.90918 4.85694 0.021 0.010 -0.039 0.41
H -4.95575 -1.50789 4.87276 -0.019 -0.021 -0.068 0.52
H -2.88363 1.79249 0.99237 -0.019 -0.017 -0.077 0.14
H -3.37732 3.29449 1.78447 0.040 -0.054 -0.004 0.72
H -3.91015 1.73610 2.42494 0.049 0.004 -0.066 0.25
H -0.44827 2.57066 1.17725 0.006 0.039 0.000 0.02
H 0.18910 3.13028 2.72344 -0.059 -0.005 -0.083 0.11
H -1.07523 4.06257 1.90433 0.024 -0.083 0.043 0.70
H -2.91928 2.38219 4.73159 0.042 0.061 -0.008 0.28
H -2.56286 3.93227 3.96733 0.009 -0.051 0.021 0.50
H -1.28260 3.06441 4.80852 -0.058 -0.005 -0.020 0.38
O -0.13981 -0.53293 -1.78524 -0.309 -0.116 0.321 3.76
Si 0.90037 0.10007 -2.85983 0.301 0.490 -0.077 -2.50
C 0.98742 -0.38679 -4.69656 -0.051 -0.252 -0.022 1.24
C 2.26648 -0.43116 -5.27624 -0.045 -0.060 0.049 -0.67
C 2.45446 -0.72110 -6.62256 -0.040 0.056 -0.001 -1.04
C 1.36336 -0.97946 -7.43900 0.011 -0.005 0.020 -0.68
C 0.08493 -0.90858 -6.90369 -0.013 0.043 0.051 -0.86
C -0.09202 -0.60535 -5.55961 0.084 0.018 -0.033 -0.16
C 2.66931 -0.29510 -2.31249 -0.043 -0.065 0.151 1.19
C 3.63648 0.67417 -2.04333 -0.060 0.074 -0.009 -0.27
C 4.91698 0.32261 -1.62850 -0.005 -0.048 0.009 -0.80
C 5.26440 -1.01527 -1.48709 -0.063 0.013 -0.028 -0.78
C 4.33724 -2.00005 -1.81042 -0.095 -0.037 -0.012 -0.72
C 3.05869 -1.63917 -2.22451 0.012 0.030 0.005 -0.67
C 0.54742 1.95474 -2.89618 -0.064 0.017 0.104 1.35
C -0.26918 2.54666 -1.92607 0.220 0.149 -0.258 0.50
C -0.61872 3.89044 -1.97909 -0.021 -0.055 0.030 -1.08
C -0.16279 4.67268 -3.03069 0.055 0.064 -0.023 -0.89
C 0.64077 4.10961 -4.01388 0.037 -0.005 0.024 -0.85
C 0.99283 2.76777 -3.94465 0.009 -0.023 0.087 -0.76
H 3.14133 -0.23695 -4.66512 -0.050 -0.063 -0.101 0.46
H 3.45748 -0.74034 -7.03283 -0.040 -0.023 0.028 0.45
H 1.50666 -1.22578 -8.48456 -0.007 0.036 0.045 0.39
H -0.78103 -1.07654 -7.53481 0.056 -0.004 0.033 0.45
H -1.10270 -0.51304 -5.19737 -0.104 -0.104 0.017 0.30
H 3.39448 1.72463 -2.19321 0.015 -0.062 0.102 0.52
H 5.65425 1.09462 -1.43454 -0.025 -0.009 0.001 0.52
H 6.25920 -1.29230 -1.15813 -0.036 0.026 -0.054 0.57
H 4.61884 -3.04860 -1.77107 -0.012 0.099 0.018 0.45
H 2.36554 -2.41864 -2.54484 0.055 0.054 0.115 0.62
H -0.65790 1.93865 -1.11952 -0.030 -0.076 0.222 -0.13
H -1.25433 4.32238 -1.21319 0.031 -0.028 -0.033 0.50
H -0.43391 5.72079 -3.08628 0.008 -0.065 0.003 0.40
H 0.98993 4.71736 -4.84080 -0.013 -0.027 0.055 0.45
H 1.61183 2.33674 -4.72669 -0.064 0.057 0.028 0.43
N 1.16641 -2.82317 0.28757 0.070 -0.224 -0.073 0.12
C 1.53873 -4.00022 0.79834 0.106 -0.153 0.074 -0.60
C 0.47616 -4.48128 1.54131 0.033 0.022 0.060 -1.38
C -0.50913 -3.50071 1.41945 -0.009 -0.080 0.092 -0.85
N -0.07733 -2.50172 0.64923 -0.619 0.615 -0.016 1.87
H 1.70191 -2.20376 -0.30272 0.084 0.212 -0.104 -0.52
H 2.52030 -4.40954 0.60744 -0.121 0.065 0.005 0.55
H 0.42603 -5.39915 2.10282 0.016 0.051 -0.068 0.56
H -1.50439 -3.47326 1.84227 0.062 0.055 -0.055 0.51
C 6.70160 -0.20012 1.77928 0.010 0.058 0.054 -0.79
C 5.80903 0.16477 2.96425 0.025 0.045 -0.163 -0.97
C 4.32801 0.16958 2.61116 0.133 -0.019 -0.064 -0.09
N 4.04421 1.29802 1.72870 -0.132 -0.033 0.083 0.72
C 2.89448 1.50985 1.10007 0.129 -0.271 0.102 -0.65
S 1.67477 0.34946 1.15365 -0.044 0.107 -0.373 0.03
N 2.73266 2.69272 0.41606 0.148 0.029 0.197 0.63
C 3.60809 3.77524 0.21466 0.069 0.065 -0.117 0.10
O 3.48376 4.45066 -0.77676 -0.051 -0.171 0.028 -0.58
C 4.61916 4.11005 1.26219 -0.038 0.132 0.011 -0.44
C 4.22729 4.33372 2.57925 -0.057 -0.068 0.104 0.43
C 5.16063 4.75944 3.51225 -0.015 0.017 0.043 -0.77
C 6.48624 4.94568 3.13796 0.015 -0.010 -0.028 -0.45
C 6.87846 4.71367 1.82551 -0.016 -0.015 -0.045 -0.81
C 5.94150 4.31471 0.88231 0.049 -0.035 -0.083 -0.21
H 7.75641 -0.11325 2.04450 -0.048 -0.028 -0.014 0.46
H 6.51837 0.45744 0.92377 0.018 -0.064 0.060 0.02
H 6.51413 -1.22815 1.45853 0.001 0.078 -0.007 0.25
H 6.08644 1.15147 3.35519 -0.010 -0.068 0.045 0.33
H 5.95745 -0.54952 3.77465 0.021 0.027 0.032 0.44
H 3.72138 0.25009 3.51400 -0.098 0.012 0.006 -0.05
H 4.04565 -0.75496 2.10511 -0.009 0.012 -0.038 0.42
H 4.73708 2.02773 1.70610 0.139 0.061 0.035 -0.06
H 1.96130 2.70425 -0.22883 -0.346 -0.082 -0.283 -0.38
H 3.19217 4.18510 2.87274 0.067 0.012 -0.046 0.45
H 4.84994 4.95683 4.53149 0.029 -0.016 -0.058 0.45
H 7.21236 5.28489 3.86719 -0.040 -0.043 -0.030 0.42
H 7.90895 4.85900 1.52486 -0.050 0.011 0.050 0.43
H 6.22755 4.16289 -0.15338 -0.027 0.036 0.078 0.49
```
Forces are in eV/Å.



Density functional theory data (ωB97M-V/def2-TZVPD) for a gas-phase ion, C9H19N4S (charge +1) at a distorted geometry.

Calculated values
* LUMO energy (alpha / beta): -5.24 / -5.24 eV
* total charge: +1
* orbital gap (alpha / beta): 5.7389 / 5.7439 eV
* highest occupied orbital energy (alpha / beta): -10.98 / -10.98 eV

Structure (XYZ):
```
33
Properties=species:S:1:pos:R:3:forces:R:3:nbo_charge:R:1
C 0.61684 1.17301 0.34464 0.235 1.932 1.312 0.31
C -1.36432 0.02961 -0.66411 0.918 -2.673 -1.297 0.45
C -3.13533 1.81180 -0.32228 0.702 -0.618 -0.617 0.04
C 3.15265 -0.96351 -1.13290 0.840 -0.753 -2.046 -0.60
C -0.45295 -2.32246 1.12354 1.216 2.421 -1.939 -0.61
C 2.00318 1.23232 -0.25052 -0.639 2.352 -2.232 -0.48
C -1.39882 -1.42924 -1.11496 1.929 0.041 3.007 -0.45
C 2.84444 0.03450 -0.03799 0.802 -1.325 -0.557 -0.43
C -1.66332 -2.25979 0.16222 -0.044 -2.089 0.226 -0.40
N -0.26621 0.41462 -0.33414 2.318 0.751 1.234 -0.40
N 0.23272 1.73998 1.45903 -0.635 -0.349 -1.063 -0.24
N -2.58945 0.67760 -0.79167 -3.446 1.115 0.214 -0.53
N 1.07996 2.45719 2.21292 -0.821 0.055 1.472 -0.61
S -4.48955 2.50923 -1.10643 0.191 -1.782 -0.713 0.26
H -2.74329 2.39760 0.53340 0.474 -0.821 -0.690 0.28
H 3.62332 -0.57444 -2.09688 -0.487 -0.005 1.330 0.21
H 2.17738 -1.40341 -1.48917 1.144 -0.238 0.473 0.20
H 3.95191 -1.71348 -0.72368 -1.942 0.969 -0.784 0.23
H -0.14539 -1.25658 1.44558 -0.412 -1.862 -0.116 0.20
H 0.42977 -2.77837 0.58835 -0.818 0.584 0.369 0.21
H -0.64261 -2.95935 1.92870 -0.439 -0.677 1.506 0.22
H 2.51797 2.18575 0.00326 -0.299 -0.647 0.464 0.23
H 1.86055 1.46228 -1.35985 0.030 -0.680 1.080 0.24
H -0.44967 -1.76621 -1.55073 0.085 0.649 0.412 0.25
H -2.03855 -1.62099 -1.85469 -3.287 -0.747 -2.812 0.20
H 2.40551 -0.62060 0.65010 -1.041 -0.631 1.597 0.21
H 3.77282 0.24513 0.40039 1.353 0.914 0.709 0.22
H -1.88086 -3.35538 -0.04594 0.185 1.268 -0.438 0.23
H -2.58901 -1.96184 0.67368 0.259 0.381 0.021 0.20
H -3.17218 0.05925 -1.41788 0.420 1.435 0.614 0.44
H 2.06549 2.33736 2.01180 0.013 0.144 0.580 0.37
H 0.72014 2.60030 3.21349 1.213 -0.478 -2.315 0.40
H -4.43314 3.61812 -0.45729 -0.016 1.365 1.000 0.16
```
Forces are in eV/Å.



Results for ΔE to the lowest compared entry with this formula, charge and spin: 0.286, 0.116, 1.323, 0.199 (in eV, following the order of the records).